# 1
Density functional theory data (ωB97M-V with the def2-TZVPD basis set) for C5H12N2O in the gas phase.

Computed properties:
HOMO-LUMO gap   10.3903 eV
Spin multiplicity   1
SMILES string   N/C=N/CCCCO
Calculated total energy   -10406.09127 eV
Strongest force on any atom   2.23 eV/Å
E_HOMO   -9.41 eV
ΔE to the lowest compared entry with this formula, charge and spin   225.07 kJ/mol

Element x y z (Å)
C 0.731 -1.668 1.462
O 2.030 -1.993 0.945
C 0.539 -0.166 1.545
C 1.138 0.614 0.379
C 0.443 0.257 -0.969
N -2.921 1.446 -1.826
C -1.585 0.914 -1.953
N -0.825 0.997 -0.954
H 0.575 -2.023 2.500
H 0.119 -2.215 0.754
H 2.625 -2.206 1.666
H -0.513 0.056 1.713
H 0.892 0.293 2.495
H 1.049 1.683 0.560
H 2.188 0.325 0.444
H 0.197 -0.811 -0.895
H 1.027 0.365 -1.892
H -3.130 1.612 -0.836
H -3.035 2.310 -2.334
H -1.544 0.212 -2.805

---

# 2
Density functional theory data (ωB97M-V with the def2-TZVPD basis set) for 2 unconnected molecules or ions with the total composition CH2Cl3ISi.

Computed properties:
HOMO-LUMO gap   9.6301 eV
Spin multiplicity   1
Calculated total energy   -54617.57046 eV
Strongest force on any atom   5.71 eV/Å
E_HOMO   -9.72 eV
ΔE to the lowest compared entry with this formula, charge and spin   175.81 kJ/mol

Element x y z (Å)
C 0.697 -0.508 0.455
Si -0.709 0.454 -0.385
Cl -1.326 -0.888 -1.961
Cl 0.343 1.847 -1.403
Cl -2.311 1.396 0.493
I 2.004 0.589 1.668
H 0.155 -1.588 1.408
H 1.145 -1.303 -0.275

---

# 3
Density functional theory data (ωB97M-V with the def2-TZVPD basis set) for 8 unconnected molecules or ions with the total composition C44H105N9O8.

Computed properties:
HOMO-LUMO gap (alpha / beta)   1.5694 / 8.1360 eV
Spin multiplicity   2
Calculated total energy   -77113.17663 eV
Strongest force on any atom   6.88 eV/Å
E_HOMO (alpha / beta)   0.60 / -6.01 eV
Net charge   -1
ΔE to the lowest compared entry with this formula, charge and spin   0.00 kJ/mol

Element x y z (Å)
C -2.774 -2.191 -4.138
C -3.757 -0.999 -3.687
C -5.102 -1.707 -3.332
C -6.017 -0.812 -2.518
C -5.323 -0.262 -1.320
C -4.049 0.493 -1.690
N -3.134 -0.344 -2.488
O -1.937 0.298 -2.763
C -4.493 1.801 -2.463
C -3.363 0.828 -0.328
C -4.050 -0.109 -4.902
H -3.190 -3.018 -4.713
H -2.452 -2.668 -3.212
H -1.843 -1.890 -4.619
H -5.601 -2.021 -4.249
H -4.858 -2.564 -2.705
H -6.884 -1.384 -2.187
H -6.478 -0.019 -3.107
H -5.029 -1.101 -0.690
H -6.057 0.296 -0.738
H -5.527 1.789 -2.807
H -4.332 2.710 -1.884
H -3.812 2.066 -3.271
H -3.923 1.657 0.103
H -3.223 -0.024 0.337
H -2.367 1.237 -0.496
H -4.589 0.819 -4.711
H -4.690 -0.564 -5.659
H -3.122 0.218 -5.372
H -1.342 0.071 -2.044
C 1.352 2.715 6.381
C 0.263 3.374 5.483
C 1.050 3.781 4.197
C 0.192 3.983 2.873
C -0.667 2.721 2.677
C -1.517 2.320 3.933
N -0.789 2.329 5.190
O -1.470 1.966 6.406
C -2.810 3.245 3.917
C -1.960 0.856 3.731
C -0.307 4.665 6.139
H 1.090 2.402 7.392
H 2.124 3.481 6.450
H 1.686 1.793 5.905
H 1.570 4.699 4.470
H 1.902 3.108 4.103
H 0.973 4.157 2.133
H -0.383 4.907 2.938
H -0.099 1.872 2.294
H -1.307 2.995 1.839
H -3.261 3.218 2.924
H -3.520 3.048 4.720
H -2.515 4.283 4.069
H -2.240 0.614 2.706
H -1.171 0.132 3.935
H -2.755 0.487 4.379
H -0.995 5.235 5.514
H 0.505 5.330 6.433
H -0.867 4.352 7.020
H -1.331 1.017 6.366
C 4.508 5.354 -1.394
C 2.982 5.312 -1.323
C 2.493 6.431 -2.263
C 1.004 6.307 -2.657
C 0.778 5.022 -3.352
C 1.267 3.814 -2.536
N 2.559 4.041 -1.886
O 3.093 2.891 -1.310
C 0.168 3.493 -1.521
C 1.352 2.625 -3.506
C 2.439 5.568 0.133
H 4.870 6.364 -1.200
H 4.788 4.798 -2.288
H 4.974 4.795 -0.583
H 2.697 7.398 -1.805
H 3.089 6.536 -3.169
H 0.545 7.122 -3.218
H 0.449 6.209 -1.724
H 1.235 5.135 -4.335
H -0.276 4.898 -3.600
H 0.481 2.706 -0.835
H -0.191 4.308 -0.893
H -0.829 3.290 -1.914
H 1.586 1.761 -2.884
H 0.397 2.392 -3.977
H 2.198 2.766 -4.178
H 2.685 4.806 0.872
H 1.354 5.538 0.038
H 2.819 6.538 0.454
H 3.648 2.578 -2.028
C 3.596 -6.213 2.583
C 2.667 -5.205 1.934
C 2.211 -5.637 0.482
O 1.410 -4.569 -0.003
C 0.577 -4.944 -1.096
N 1.579 -5.119 2.852
H 3.065 -7.150 2.416
H 3.787 -6.066 3.646
H 4.592 -6.241 2.141
H 3.249 -4.286 1.866
H 1.689 -6.590 0.568
H 3.120 -5.626 -0.118
H 1.018 -5.586 -1.858
H 0.125 -4.036 -1.494
H -0.253 -5.470 -0.624
H 1.822 -5.100 3.832
H 1.093 -4.233 2.837
C 2.219 -1.270 -5.010
C 1.299 -2.393 -5.702
C 2.077 -3.599 -6.365
O 2.764 -2.990 -7.440
C 3.819 -3.763 -8.060
N 0.363 -2.836 -4.645
H 3.058 -1.014 -5.657
H 2.729 -1.715 -4.156
H 1.751 -0.300 -4.839
H 0.705 -1.969 -6.511
H 1.334 -4.282 -6.776
H 2.720 -4.079 -5.627
H 3.846 -3.493 -9.116
H 3.597 -4.830 -8.093
H 4.790 -3.664 -7.576
H -0.588 -2.789 -4.984
H 0.370 -2.090 -3.964
C 4.491 0.955 2.988
C 3.906 -0.437 3.526
C 4.090 -0.706 5.027
O 3.548 -2.006 5.474
C 4.423 -3.201 5.193
N 2.520 -0.450 3.022
H 4.327 0.989 1.911
H 5.522 1.182 3.260
H 3.918 1.732 3.494
H 4.455 -1.239 3.033
H 3.593 -0.009 5.702
H 5.121 -0.615 5.371
H 5.388 -3.083 5.687
H 4.618 -3.174 4.121
H 3.983 -4.135 5.541
H 2.015 -0.082 3.815
H 2.213 -1.406 3.130
C -2.015 -2.579 0.691
C -3.360 -2.676 1.303
C -4.256 -3.686 0.596
O -5.611 -3.825 1.112
C -6.299 -5.016 0.698
N -3.138 -3.138 2.683
H -2.080 -2.111 -0.291
H -1.461 -3.517 0.729
H -1.433 -1.821 1.217
H -3.919 -1.740 1.318
H -3.787 -4.665 0.489
H -4.509 -3.349 -0.409
H -7.353 -4.989 0.974
H -5.965 -5.909 1.225
H -6.257 -5.252 -0.366
H -2.641 -4.015 2.744
H -4.059 -3.400 3.004
C 0.978 -0.760 -0.453
O 0.496 -0.660 -1.514
N 1.385 -1.815 0.220
N 1.034 0.302 0.309
H 1.381 -2.679 -0.303
H 1.685 -1.768 1.183
H 1.469 0.220 1.216
H 0.800 1.198 -0.093

---

# 4
Density functional theory data (ωB97M-V with the def2-TZVPD basis set) for C4H9O2P in the gas phase.

Computed properties:
HOMO-LUMO gap   10.5213 eV
Spin multiplicity   1
SMILES string   O[C@]1(P)CCOC1
Calculated total energy   -17674.73539 eV
Strongest force on any atom   5.09 eV/Å
E_HOMO   -9.68 eV
ΔE to the lowest compared entry with this formula, charge and spin   413.10 kJ/mol

Element x y z (Å)
C 0.320 0.315 -1.086
C 1.691 -0.004 -0.454
C 0.402 0.287 1.345
C -0.572 0.156 0.100
O 1.622 0.692 0.747
O -1.073 -1.542 0.157
P -2.036 1.021 0.161
H 0.326 1.362 -1.261
H 0.025 -0.223 -2.050
H 1.791 -1.102 -0.294
H 2.549 0.347 -1.124
H 0.221 0.997 2.203
H 0.487 -0.758 1.632
H -0.407 -1.941 -0.318
H -2.546 0.022 1.153
H -2.801 0.373 -0.911

---

# 5
Density functional theory data (ωB97M-V with the def2-TZVPD basis set) for C10H10N2OS in the gas phase.

Computed properties:
HOMO-LUMO gap   8.9413 eV
Spin multiplicity   1
SMILES string   C[C@]1(c2ccccc2)NC(=O)NC1=S
Calculated total energy   -26394.73062 eV
Strongest force on any atom   4.28 eV/Å
E_HOMO   -8.92 eV
ΔE to the lowest compared entry with this formula, charge and spin   126.11 kJ/mol

Element x y z (Å)
C 3.054 0.136 1.362
C 2.164 -0.834 1.778
C 2.781 0.964 0.296
C 0.971 -1.001 1.065
C 1.547 0.859 -0.368
C 0.691 -0.132 0.009
C -1.644 0.926 0.221
C -2.827 -1.031 -0.098
C -0.708 -0.109 -0.623
C -0.794 0.437 -2.046
N -2.869 0.279 0.423
N -1.551 -1.303 -0.453
O -3.750 -1.840 -0.082
S -1.289 2.427 0.780
H 4.033 0.170 1.999
H 2.558 -1.422 2.522
H 3.507 1.768 0.027
H 0.234 -1.820 1.097
H 1.370 1.352 -1.213
H -1.900 0.437 -2.292
H -0.081 -0.254 -2.703
H -0.693 1.563 -1.908
H -3.508 0.636 1.126
H -1.296 -2.207 -0.919

---

# 6
Density functional theory data (ωB97M-V with the def2-TZVPD basis set) for a molecular structure, C32H24IrN3O2PS2Se2.

Computed properties:
HOMO-LUMO gap (alpha / beta)   7.0937 / 5.4034 eV
Spin multiplicity   6
Calculated total energy   -206615.20376 eV
Strongest force on any atom   0.54 eV/Å
E_HOMO (alpha / beta)   -13.65 / -13.87 eV
Net charge   +2
ΔE to the lowest compared entry with this formula, charge and spin   33.86 kJ/mol

Element x y z (Å)
Ir 0.804 0.116 0.026
O 6.540 -5.669 1.605
C 5.359 -5.202 2.040
O 4.746 -5.761 2.899
C 4.822 -3.953 1.387
C 5.625 -2.978 0.804
C 5.065 -1.829 0.270
C 3.682 -1.658 0.300
C 2.881 -2.619 0.910
C 3.447 -3.758 1.450
N 3.050 -0.488 -0.231
C 3.667 0.277 -1.044
C 3.060 1.542 -1.457
C 3.748 2.456 -2.234
C 3.151 3.682 -2.505
C 1.901 3.948 -1.979
C 1.265 2.970 -1.226
N 1.825 1.790 -0.982
H 6.834 -5.221 0.802
H 6.703 -3.074 0.801
H 5.730 -1.074 -0.127
H 1.813 -2.478 0.974
H 2.838 -4.506 1.937
H 4.657 0.049 -1.431
H 4.731 2.214 -2.614
H 3.661 4.416 -3.114
H 1.405 4.892 -2.151
H 0.280 3.125 -0.808
Se -1.635 2.059 1.478
P 0.013 1.749 2.882
Se 0.211 -0.389 2.352
C 1.485 2.672 2.433
C 2.735 2.056 2.409
C 3.856 2.799 2.073
C 3.731 4.145 1.763
C 2.484 4.761 1.794
C 1.360 4.028 2.131
C -0.411 1.993 4.594
C -1.732 2.155 5.009
C -2.004 2.314 6.358
C -0.969 2.299 7.283
C 0.348 2.134 6.868
C 0.632 1.986 5.524
H 2.835 1.003 2.650
H 4.830 2.328 2.070
H 4.608 4.725 1.509
H 2.390 5.814 1.566
H 0.389 4.512 2.160
H -2.544 2.151 4.293
H -3.026 2.447 6.684
H -1.188 2.419 8.335
H 1.148 2.126 7.594
H 1.662 1.872 5.207
S 0.215 -1.827 -1.065
C -0.808 -0.850 -2.082
N -0.918 0.402 -1.715
C -1.622 1.134 -2.657
C -1.970 2.486 -2.572
C -2.702 3.040 -3.596
C -3.109 2.270 -4.697
C -2.800 0.931 -4.786
C -2.047 0.369 -3.754
S -1.547 -1.281 -3.564
H -1.685 3.065 -1.705
H -2.987 4.082 -3.556
H -3.689 2.736 -5.482
H -3.137 0.335 -5.622

---

Question: The highest ΔE to the lowest compared entry with this formula, charge and spin belongs to which entry?
Answer: C4H9O2P

---

Question: Which value of calculated total energy does entry 1 give?
Answer: -10406.09127 eV

---

Question: Number 3 is which compound?
Answer: C44H105N9O8